{
  "formula": "C15H22N2O4",
  "method": "the ωB97M-V functional and the def2-TZVPD basis",
  "max_force_ev_per_a": 3.39,
  "e_lumo_ev": 0.742,
  "multiplicity": 1,
  "gap_ev": 8.948,
  "smiles": "CC[C@H](C)[C@H](NC(=O)[C@@H](N)Cc1ccc(O)cc1)C(=O)O",
  "de_lowest_kj_mol": 230.5,
  "energy_ev": -27081.689,
  "elements": ["C", "C", "C", "C", "C", "N", "C", "O", "C", "N", "C", "C", "C", "C", "C", "O", "C", "C", "C", "O", "O", "H", "H", "H", "H", "H", "H", "H", "H", "H", "H", "H", "H", "H", "H", "H", "H", "H", "H", "H", "H", "H", "H"],
  "coordinates": [[-1.26, 1.94, 2.84], [-0.37, 2.13, 1.61], [1.10, 1.62, 1.63], [1.90, 2.19, 0.51], [1.19, 0.05, 1.55], [0.10, -0.44, 0.84], [0.27, -1.60, 0.13], [1.30, -2.03, -0.39], [-1.07, -2.38, -0.06], [-1.96, -2.47, 1.12], [-1.84, -1.69, -1.18], [-1.00, -0.98, -2.22], [-1.01, 0.41, -2.35], [-0.19, 1.16, -3.18], [0.69, 0.36, -3.96], [1.40, 1.12, -4.81], [0.70, -1.06, -3.82], [-0.12, -1.77, -2.93], [1.26, -0.56, 3.01], [0.37, -1.22, 3.44], [2.31, -0.13, 3.79], [-0.70, 2.39, 3.73], [-1.42, 0.86, 3.10], [-2.21, 2.57, 2.77], [-0.36, 3.27, 1.45], [-0.95, 1.74, 0.79], [1.62, 1.79, 2.57], [1.47, 2.02, -0.45], [2.96, 1.78, 0.50], [2.06, 3.25, 0.57], [1.99, -0.38, 0.97], [-0.81, -0.47, 1.30], [-0.86, -3.44, -0.38], [-1.89, -3.25, 1.73], [-2.91, -2.12, 1.05], [-2.52, -2.53, -1.65], [-2.68, -0.98, -0.87], [-1.85, 0.85, -1.78], [-0.10, 2.23, -3.15], [1.91, 0.49, -5.33], [1.45, -1.59, -4.39], [-0.06, -2.85, -2.78], [2.08, -0.28, 4.71]],
  "mulliken_charge": [-1.1933, -0.4600, 0.8184, -1.7698, -0.8114, 0.3074, 0.1854, -0.7234, -0.0311, -0.4145, -1.3738, 0.5486, -0.1416, -0.9084, 0.8707, -0.5163, -0.6297, -0.5068, 0.2715, -0.5165, -0.4754, 0.2687, 0.2127, 0.3859, 0.4630, -0.0831, 0.5433, 0.2887, 0.3783, 0.4716, 0.7875, 0.3012, 0.4382, 0.1932, 0.1636, 0.2609, 0.4827, 0.1929, 0.4611, 0.2932, 0.2494, 0.3686, 0.3485]
}